# 1
The following is a DFT calculation (the ωB97M-V functional and the def2-TZVPD basis) of a cluster of 17 separate species, C2H40N3O16 in total.

Cartesian coordinates (Å):
C -0.1590 -0.0135 2.7714
N -0.1055 0.4218 1.3810
C -1.0334 0.2615 0.4124
N -0.8450 0.7566 -0.8394
N -2.0323 -0.6689 0.5350
H -0.5998 0.8685 3.3853
H 0.8355 -0.1983 3.2507
H -0.4916 -1.0609 2.9625
H 0.4165 1.3442 1.2487
H -0.2618 1.6003 -0.9871
H -1.5725 0.8199 -1.4922
H -2.6557 -0.8203 -0.2589
H -2.3951 -1.0302 1.4327
H 4.7487 1.8702 -0.2270
H 3.6148 0.9121 -0.6325
O 3.8506 1.6686 -0.0418
H 0.3108 4.4865 2.9225
H 1.3965 3.4212 2.4021
O 0.3312 3.4977 2.5973
H 0.6616 -3.8189 0.4278
H 1.8682 -4.2515 1.2903
O 1.2181 -3.6916 1.2817
H -0.5301 -2.0834 -1.0614
H 0.3764 -3.2429 -1.7406
O -0.4568 -3.0459 -1.0304
H 1.8275 -3.6765 -2.8664
H 0.8335 -3.2313 -4.0098
O 1.0969 -3.1222 -3.0982
H 3.2347 1.7113 1.3714
H 2.1422 1.0431 2.4866
O 2.7214 1.8119 2.3212
H 1.0507 0.1670 -3.7516
H 1.3611 -1.2446 -3.4263
O 1.8438 -0.3917 -3.4635
H 0.8344 3.5047 -0.0900
H 2.0618 2.4732 -0.2712
O 1.1164 2.4173 -0.1342
H 3.9255 -0.5503 -2.3415
H 2.6009 -0.5130 -1.5333
O 3.6107 -0.3952 -1.4577
H 1.6369 -1.8437 0.4306
H 0.6916 -0.9671 -0.2624
O 1.3457 -1.6161 -0.4477
H -2.2189 -3.8503 2.9203
H -0.9185 -3.0246 2.7502
O -1.9022 -2.9969 2.5089
H -4.0030 -0.4088 -1.8658
H -2.9918 -1.2999 -2.7291
O -3.1197 -0.5540 -2.1282
H -1.4538 4.0100 -0.0933
H -0.8717 5.3484 -0.8463
O -0.8114 4.3905 -0.5833
H -2.3104 2.9219 3.6934
H -1.3272 2.5778 2.6330
O -2.2142 2.3919 2.8104
H -3.9222 1.9083 0.2343
H -2.7615 2.2027 1.1126
O -2.9891 2.0367 0.2435
H -2.4958 -3.0850 -1.9796
H -1.3647 -2.9915 -2.7949
O -2.2975 -3.0327 -2.9195

The LUMO energy is -2.423 eV. The HOMO energy comes out at -12.867 eV. The total charge is +1. The relative energy (zero: lowest compared OMol25 entry of this formula, charge and spin) comes out at 3.542 eV. The calculation puts the orbital gap at 10.44 eV.

Here are the Löwdin charges for atoms 1 to 4, given in e:
1 C -0.047
2 N 0.030
3 C -0.436
4 N 0.183



# 2
The following is a DFT calculation (the ωB97M-V functional and the def2-TZVPD basis) of a cluster of 20 separate species, C2H42O21 in total.

Cartesian coordinates (Å):
O -10.7416 -9.5345 -12.5382
C -10.1287 -10.2629 -13.5493
C -8.9085 -11.0808 -12.9731
O -8.0906 -11.6689 -13.9383
H -9.8165 -9.6095 -14.3223
H -10.8363 -10.8903 -13.9642
H -9.2348 -11.8782 -12.3956
H -8.3260 -10.4737 -12.2917
O -11.0951 -10.8977 -16.8144
H -10.5976 -11.2767 -16.0697
H -11.0457 -9.9277 -16.5603
O -9.1311 -14.3391 -10.7300
H -8.2902 -14.6289 -11.0176
H -9.8033 -14.5895 -11.3643
O -8.0185 -14.4099 -13.6804
H -8.0293 -13.4512 -13.7342
H -8.9328 -14.6177 -13.5541
O -11.5332 -7.5426 -14.0467
H -10.7545 -6.9605 -14.1128
H -11.1966 -8.2856 -13.5265
O -8.8255 -7.5568 -12.5340
H -9.3753 -8.3474 -12.7004
H -8.2627 -7.3797 -13.2800
O -6.5583 -8.3161 -11.4509
H -5.9533 -7.8285 -12.0567
H -7.4199 -8.0608 -11.7532
O -11.7951 -11.6700 -11.5150
H -11.2856 -10.8894 -11.7818
H -11.7465 -11.7070 -10.5094
O -8.0239 -9.9309 -16.2034
H -7.1256 -9.8691 -16.4564
H -8.1146 -10.3293 -15.3415
O -9.6115 -9.4008 -10.2938
H -9.9080 -9.3716 -11.1979
H -9.3167 -10.2755 -10.2213
O -13.2903 -9.9076 -13.8010
H -12.4690 -9.9299 -13.2915
H -13.2485 -10.7496 -14.1677
O -10.8368 -13.6492 -13.1525
H -10.5447 -12.7581 -12.9315
H -11.6450 -13.4621 -13.5828
O -5.1316 -13.6811 -13.7371
H -4.3710 -13.0844 -13.7398
H -5.8269 -13.1142 -13.8430
O -13.1217 -12.5336 -14.2734
H -12.8227 -12.7784 -15.1799
H -14.0013 -12.9303 -14.2213
O -10.4580 -8.1922 -16.3084
H -9.6066 -8.4884 -16.1185
H -10.9411 -8.0063 -15.4585
O -8.6139 -11.7697 -9.2849
H -8.3064 -12.4611 -9.9256
H -8.3876 -12.2003 -8.4565
O -5.8848 -10.2230 -13.2964
H -6.3061 -9.6562 -12.6261
H -6.7074 -10.6750 -13.5403
O -9.6849 -13.0287 -15.5827
H -9.1540 -12.6797 -14.8050
H -9.0466 -13.1056 -16.2878
O -6.1821 -12.5243 -16.1943
H -6.2052 -12.0108 -16.9888
H -6.6485 -12.0082 -15.6043
O -6.6837 -12.4132 -11.4298
H -7.5341 -12.2389 -11.8444
H -6.0553 -11.8172 -11.8341

The LUMO energy is 4.716 eV. The HOMO energy comes out at -2.992 eV. The total charge is -2. The relative energy (zero: lowest compared OMol25 entry of this formula, charge and spin) comes out at 1.077 eV. The calculation puts the orbital gap at 7.71 eV.

Here are the Löwdin charges for atoms 1 to 4, given in e:
1 O -0.346
2 C -0.283
3 C -0.299
4 O -0.353



# 3
The following is a DFT calculation (the ωB97M-V functional and the def2-TZVPD basis) of a cluster of 21 separate species, C2H44Cl2O20 in total.

Cartesian coordinates (Å):
Cl -5.9296 -2.0228 4.1448
C -4.9027 -0.9148 3.2360
C -4.2314 0.0932 4.1046
Cl -3.9493 1.6291 3.1119
H -5.5764 -0.3718 2.5933
H -4.2600 -1.5020 2.5802
H -3.2433 -0.1737 4.4226
H -4.7544 0.4442 4.9637
O 2.6677 1.9554 2.2574
H 1.7435 2.2441 2.2876
H 2.9363 1.6466 1.3441
O -0.1346 -2.3743 0.1277
H -0.4781 -1.4785 0.2537
H 0.7037 -2.2387 0.5992
O 0.5839 4.1579 -0.6639
H 0.2760 3.5562 -1.3128
H 1.5410 4.1590 -0.8158
O 2.7111 -0.1211 4.0880
H 3.5950 -0.3344 4.3815
H 2.7116 0.7745 3.5999
O -0.1015 0.2503 -3.4428
H -0.3528 -0.7299 -3.5014
H 0.5847 0.4892 -4.1185
O -2.4651 -3.5148 -0.5855
H -3.3151 -3.4153 -0.1811
H -1.7261 -3.4694 0.0467
O 2.9354 0.0608 -4.5324
H 3.6372 -0.3769 -5.0228
H 2.6097 -0.4962 -3.7702
O -2.2705 -2.4129 3.0999
H -1.3507 -2.5580 2.8786
H -2.2589 -2.7377 4.0373
O 2.0373 2.6443 -3.5355
H 2.2173 3.4815 -4.0214
H 2.3613 1.9583 -4.1102
O -0.9686 1.9178 -1.3604
H -1.9203 1.9699 -1.5548
H -0.5194 1.3261 -2.0012
O -0.3842 -2.6297 -3.3981
H -1.0171 -2.8578 -2.7160
H 0.4878 -2.9925 -3.1959
O -4.0164 1.4291 -1.1945
H -3.8705 0.7985 -0.4799
H -4.9607 1.6696 -1.2397
O 2.8114 0.0324 0.1802
H 1.8845 0.2201 0.5335
H 3.1898 -0.5285 0.8886
O -0.2379 0.5637 0.9855
H -0.5801 1.0809 0.2337
H -0.1003 1.1501 1.6913
O 3.3442 -3.4018 -3.7458
H 2.9569 -2.7970 -3.1306
H 4.1888 -3.7944 -3.4465
O 3.3569 3.4297 -1.2436
H 4.2116 3.0061 -1.0084
H 3.0072 2.8252 -1.9314
O 2.2941 -1.9497 2.1537
H 2.7891 -2.8043 2.2102
H 2.3344 -1.3950 2.9867
O -3.2597 -0.4675 0.5913
H -2.3966 -0.1692 0.8128
H -3.0822 -1.1244 -0.1313
O 2.0790 -1.2761 -2.1979
H 1.0884 -1.2035 -2.0079
H 2.4843 -1.0312 -1.3099
O 0.1085 3.1885 1.8757
H 0.1285 3.7854 2.6070
H 0.0165 3.7281 0.9994

The LUMO energy is -0.126 eV. The HOMO energy comes out at -10.509 eV. The relative energy (zero: lowest compared OMol25 entry of this formula, charge and spin) comes out at 0.000 eV. The calculation puts the orbital gap at 10.38 eV.

Here are the Löwdin charges for atoms 1 to 4, given in e:
1 Cl 0.568
2 C -0.720
3 C -0.573
4 Cl 0.519



# 4
The following is a DFT calculation (the ωB97M-V functional and the def2-TZVPD basis) of a structure of composition C2H4AgLiO.

Cartesian coordinates (Å):
O 3.1212 0.3286 -0.3474
Ag 1.2795 1.2901 0.0564
Li 3.6080 -1.0629 0.4892
C -1.0140 -0.6168 -0.2979
C -1.6370 0.4425 0.2327
H -0.6002 -1.4070 0.3314
H -0.9230 -0.7402 -1.3803
H -1.7579 0.5477 1.3144
H -2.0765 1.2180 -0.3985

The LUMO energy is -0.288 eV. The HOMO energy comes out at -6.920 eV. The relative energy (zero: lowest compared OMol25 entry of this formula, charge and spin) comes out at 0.533 eV. The calculation puts the orbital gap at 6.63 eV.

Here are the Löwdin charges for atoms 1 to 4, given in e:
1 O -1.163
2 Ag 0.560
3 Li 0.623
4 C -0.108



# 5
The following is a DFT calculation (the ωB97M-V functional and the def2-TZVPD basis) of a structure of composition C2H4AsINOReS8Sb.

Cartesian coordinates (Å):
Re 0.3767 0.8176 0.3815
S 1.9095 4.1159 -0.0069
As 3.4708 2.6888 0.2361
S 2.7322 0.6910 0.2136
S -0.1833 0.9614 2.3412
S 5.3423 3.2450 0.6344
S -3.6154 2.4420 1.6270
Sb -2.8970 2.5219 -0.4440
S -1.5726 0.5278 -0.8761
S 0.2825 2.8889 -0.5237
S -3.1859 3.7995 -2.1912
N -1.1183 -2.2554 0.8497
C -0.0656 -2.2217 0.0623
O 0.6701 -1.1970 -0.0758
C 0.3065 -3.4414 -0.6955
I -0.6064 -3.2703 -2.6165
H -1.4783 -1.4029 1.2586
H -1.6908 -3.0832 0.8981
H -0.0572 -4.3514 -0.2304
H 1.3801 -3.4763 -0.8423

The LUMO energy is -5.371 eV. The HOMO energy comes out at -11.827 eV. The total charge is +1. The calculation puts the orbital gap at 6.46 eV.

Here are the Löwdin charges for atoms 1 to 4, given in e:
1 Re 0.173
2 S 0.162
3 As -0.001
4 S 0.177



# 6
The following is a DFT calculation (the ωB97M-V functional and the def2-TZVPD basis) of an isolated molecule of C2H4BFO.

Cartesian coordinates (Å):
C 0.1715 1.0175 -0.5709
B -0.4614 0.1658 0.5453
C -0.2996 -1.4276 0.3469
O -1.1598 -2.2337 0.1382
F 1.0330 -1.9012 0.5656
H 0.1845 0.6867 -1.6679
H 1.2490 0.7958 -0.3870
H 0.1505 2.0637 -0.4454
H -0.8677 0.8330 1.4753

The LUMO energy is -0.192 eV. The HOMO energy comes out at -11.314 eV. The SMILES is CBC(=O)F. The relative energy (zero: lowest compared OMol25 entry of this formula, charge and spin) comes out at 0.311 eV. The calculation puts the orbital gap at 11.12 eV.

Here are the Löwdin charges for atoms 1 to 4, given in e:
1 C -0.076
2 B -0.038
3 C -0.346
4 O 0.139



# 7
The following is a DFT calculation (the ωB97M-V functional and the def2-TZVPD basis) of an isolated molecule of C2H4BFO.

Cartesian coordinates (Å):
B -1.1916 0.4173 -0.6603
C 0.0221 0.4494 0.2290
F 0.7741 1.5169 -0.1397
C 1.0014 -0.9616 0.2790
O 2.1031 -1.0717 -0.1387
H -1.0374 0.7008 -1.7911
H -2.2125 0.2526 -0.0356
H -0.0080 0.3816 1.3395
H 0.5489 -1.6852 0.9178

The LUMO energy is -0.508 eV. The HOMO energy comes out at -9.899 eV. The SMILES is B[C@H](F)C=O. The relative energy (zero: lowest compared OMol25 entry of this formula, charge and spin) comes out at 2.227 eV. The calculation puts the orbital gap at 9.39 eV.

Here are the Löwdin charges for atoms 1 to 4, given in e:
1 B 0.072
2 C -0.316
3 F -0.010
4 C -0.167



# 8
The following is a DFT calculation (the ωB97M-V functional and the def2-TZVPD basis) of a structure of composition C2H4BeF3NO5S2.

Cartesian coordinates (Å):
N 0.1200 0.8373 -1.0822
S 1.7200 1.0742 -1.0221
O 2.1527 0.8228 0.5679
O 2.4525 -0.1939 -1.4736
S -0.4960 -0.6062 -0.7980
O 0.3767 -1.4811 0.0446
O -1.0841 -1.2367 -1.9680
C -1.9334 -0.2137 0.3225
F -1.5030 0.3082 1.4523
F -2.7337 0.6377 -0.2886
F -2.5804 -1.3376 0.5687
Be 1.9175 -0.9325 0.2577
O 2.9438 -1.4644 1.0561
H 3.0241 -2.3510 1.4033
C 1.8887 1.4995 1.8544
H 1.0005 2.0288 1.4853
H 2.1447 0.8330 2.6831
H 2.5480 2.3458 2.0942

The LUMO energy is 0.292 eV. The HOMO energy comes out at -10.918 eV. The relative energy (zero: lowest compared OMol25 entry of this formula, charge and spin) comes out at 0.000 eV. The calculation puts the orbital gap at 11.21 eV.

Here are the Löwdin charges for atoms 1 to 4, given in e:
1 N -0.399
2 S 0.969
3 O -0.439
4 O -0.374